{
  "formula": "C34H53BGeN9O2S5Ta",
  "method": "wB97M-V/def2-TZVPD",
  "de_lowest_ev": 0.000,
  "spin_multiplicity": 1,
  "total_charge": 2,
  "symbols": ["Ta", "C", "C", "C", "C", "N", "C", "C", "N", "B", "N", "C", "C", "N", "C", "S", "C", "C", "C", "C", "N", "C", "C", "N", "C", "S", "C", "C", "C", "C", "C", "S", "H", "H", "H", "H", "H", "H", "H", "H", "H", "H", "H", "H", "H", "H", "H", "H", "H", "H", "H", "H", "H", "H", "H", "H", "H", "H", "H", "H", "H", "H", "H", "H", "H", "H", "N", "C", "C", "C", "C", "C", "C", "S", "O", "O", "N", "C", "S", "C", "C", "N", "H", "H", "H", "H", "H", "H", "H", "H", "C", "Ge", "C", "C", "C", "H", "H", "H", "H", "H", "H", "H", "H", "H", "H", "H"],
  "xyz": [[-0.311, 0.653, -0.581], [5.081, 3.317, 1.931], [4.773, 2.190, 0.943], [4.189, 2.807, -0.319], [6.037, 1.403, 0.603], [3.829, 1.214, 1.623], [4.081, 0.837, 2.928], [3.275, -0.199, 3.218], [2.521, -0.478, 2.102], [1.697, -1.807, 2.094], [0.301, -1.649, 2.729], [-0.220, -2.667, 3.496], [-1.414, -2.259, 3.970], [-1.641, -0.985, 3.485], [-0.585, -0.643, 2.717], [-0.392, 0.887, 1.900], [-2.839, -0.143, 3.859], [-2.355, 1.090, 4.617], [-3.622, 0.226, 2.602], [-3.744, -0.961, 4.777], [1.703, -2.474, 0.695], [2.811, -3.175, 0.282], [2.555, -3.673, -0.946], [1.275, -3.284, -1.290], [0.784, -2.538, -0.277], [-0.790, -1.795, -0.175], [0.586, -3.691, -2.568], [1.544, -4.557, -3.381], [0.239, -2.442, -3.373], [-0.658, -4.510, -2.228], [2.852, 0.404, 1.149], [2.154, 0.477, -0.455], [5.680, 4.065, 1.416], [4.168, 3.794, 2.286], [5.663, 2.983, 2.786], [4.871, 3.597, -0.633], [4.118, 2.088, -1.131], [3.214, 3.253, -0.139], [6.760, 2.068, 0.131], [6.497, 0.983, 1.497], [5.816, 0.591, -0.092], [4.822, 1.319, 3.535], [3.190, -0.781, 4.118], [2.301, -2.557, 2.809], [0.316, -3.585, 3.658], [-2.100, -2.766, 4.618], [-1.721, 1.725, 4.001], [-3.221, 1.675, 4.925], [-1.804, 0.800, 5.512], [-3.079, 0.914, 1.962], [-3.868, -0.666, 2.024], [-4.555, 0.701, 2.905], [-3.249, -1.236, 5.708], [-4.599, -0.339, 5.036], [-4.125, -1.857, 4.286], [3.682, -3.278, 0.904], [3.167, -4.283, -1.579], [2.447, -4.016, -3.665], [1.817, -5.472, -2.856], [1.032, -4.846, -4.297], [1.125, -1.818, -3.517], [-0.124, -2.746, -4.355], [-0.541, -1.860, -2.890], [-0.392, -5.378, -1.625], [-1.401, -3.920, -1.696], [-1.110, -4.863, -3.155], [-6.067, -4.167, -3.560], [-5.361, -3.085, -3.158], [-4.746, -3.059, -1.892], [-4.007, -1.971, -1.495], [-3.869, -0.882, -2.357], [-4.494, -0.878, -3.610], [-5.221, -1.970, -4.008], [-2.959, 0.497, -1.908], [-3.546, 1.689, -2.426], [-2.630, 0.396, -0.457], [-1.413, 0.331, -2.404], [-0.595, 1.060, -3.214], [-0.663, 1.658, -4.800], [0.969, 2.221, -4.616], [1.453, 1.943, -3.389], [0.548, 1.283, -2.585], [-6.288, -4.898, -2.908], [-6.614, -4.129, -4.401], [-4.873, -3.900, -1.222], [-3.556, -1.949, -0.514], [-4.417, -0.009, -4.251], [-5.712, -1.971, -4.972], [1.460, 2.730, -5.428], [2.436, 2.179, -3.017], [-1.175, 5.623, 0.619], [0.152, 4.255, 0.238], [1.214, 4.821, -1.296], [1.234, 3.922, 1.825], [-0.926, 2.650, -0.250], [-0.687, 6.572, 0.845], [-1.789, 5.340, 1.474], [-1.824, 5.770, -0.244], [1.787, 5.711, -1.032], [0.549, 5.083, -2.121], [1.909, 4.060, -1.643], [1.859, 4.793, 2.026], [1.866, 3.043, 1.706], [0.587, 3.759, 2.687], [-1.309, 2.903, -1.257], [-1.798, 2.711, 0.403]],
  "forces_ev_per_a": [[0.29, 0.06, -0.18], [-0.01, -0.02, 0.00], [0.01, -0.02, 0.00], [0.00, -0.01, 0.00], [-0.02, 0.00, 0.01], [-0.01, 0.06, -0.01], [-0.01, -0.01, 0.01], [0.04, 0.02, 0.04], [0.01, -0.05, -0.01], [-0.01, 0.05, 0.04], [-0.02, -0.05, -0.06], [-0.03, 0.02, 0.06], [0.02, -0.03, -0.04], [0.01, -0.01, 0.02], [-0.01, 0.12, 0.01], [0.00, -0.10, 0.12], [0.00, 0.00, -0.01], [0.01, 0.00, 0.00], [0.00, 0.01, 0.00], [0.02, 0.00, 0.00], [-0.03, -0.03, -0.01], [0.05, -0.01, -0.10], [0.01, -0.01, 0.10], [-0.02, 0.03, -0.02], [-0.06, 0.03, 0.02], [0.05, -0.07, 0.05], [0.01, -0.02, 0.01], [-0.01, 0.00, -0.01], [-0.01, 0.01, 0.00], [0.02, 0.03, 0.02], [-0.06, -0.06, 0.00], [0.02, 0.05, -0.03], [0.00, 0.01, 0.00], [-0.01, 0.00, 0.00], [0.02, 0.01, 0.01], [-0.01, 0.01, -0.01], [0.01, 0.02, -0.01], [0.00, 0.01, 0.01], [0.00, 0.00, 0.00], [0.01, 0.00, 0.01], [-0.01, 0.00, -0.01], [0.01, 0.01, 0.00], [-0.01, -0.01, 0.00], [-0.01, 0.02, -0.01], [0.01, 0.00, 0.00], [-0.02, 0.00, 0.01], [-0.02, 0.01, 0.02], [-0.01, 0.01, 0.01], [0.00, 0.00, 0.01], [0.00, -0.01, 0.00], [0.00, -0.02, 0.00], [0.00, 0.01, -0.01], [0.01, 0.00, 0.01], [0.00, 0.00, 0.00], [-0.01, -0.01, -0.01], [0.01, 0.00, 0.01], [0.00, 0.00, 0.01], [0.00, 0.01, -0.01], [-0.01, -0.01, 0.00], [0.00, 0.00, -0.01], [0.01, 0.00, 0.00], [0.00, -0.01, -0.01], [0.00, 0.00, -0.01], [0.00, -0.01, 0.00], [-0.01, 0.01, 0.01], [0.00, -0.01, -0.01], [-0.01, 0.02, 0.00], [-0.02, -0.04, -0.01], [0.03, 0.03, 0.04], [-0.02, 0.00, -0.08], [-0.07, -0.04, -0.01], [0.01, -0.03, 0.07], [0.01, 0.03, -0.02], [0.08, 0.17, 0.02], [0.05, 0.02, 0.03], [-0.11, -0.06, -0.14], [-0.01, -0.11, 0.15], [-0.11, 0.05, 0.05], [-0.01, -0.01, 0.05], [0.01, 0.03, 0.02], [-0.05, -0.01, -0.06], [-0.02, -0.05, 0.00], [0.00, -0.01, -0.01], [0.00, -0.02, 0.00], [0.00, -0.01, 0.00], [0.00, 0.00, 0.01], [-0.01, 0.00, -0.02], [0.00, 0.00, -0.01], [0.02, 0.01, 0.01], [0.02, 0.00, 0.00], [-0.02, 0.02, -0.01], [0.01, 0.00, 0.04], [0.02, -0.03, -0.05], [0.00, -0.04, -0.01], [-0.14, 0.01, -0.13], [0.00, 0.01, 0.01], [-0.01, 0.00, 0.00], [-0.02, 0.01, 0.01], [0.01, 0.01, -0.01], [0.00, 0.01, -0.01], [0.00, -0.01, -0.01], [0.02, 0.00, 0.00], [0.02, 0.01, 0.04], [0.00, 0.00, 0.02], [0.05, 0.03, -0.02], [0.00, -0.05, 0.01]],
  "lowdin_charge": [1.264, -0.020, -0.523, -0.075, -0.010, 0.021, -0.010, -0.010, 0.048, -0.552, 0.030, -0.016, -0.005, 0.031, -0.606, 0.724, -0.529, -0.028, -0.030, -0.044, 0.033, -0.017, -0.004, 0.028, -0.607, 0.750, -0.528, -0.042, -0.031, -0.023, -0.583, 0.725, 0.102, 0.085, 0.082, 0.106, 0.043, 0.046, 0.103, 0.093, 0.094, 0.130, 0.139, 0.131, 0.135, 0.123, 0.042, 0.101, 0.099, 0.036, 0.092, 0.102, 0.094, 0.101, 0.095, 0.138, 0.124, 0.096, 0.096, 0.101, 0.097, 0.102, 0.027, 0.100, 0.041, 0.100, 0.148, -0.293, -0.008, -0.072, -0.318, -0.042, -0.003, 0.646, -0.230, -0.484, -0.286, -0.751, 1.156, -0.328, -0.215, -0.155, 0.113, 0.114, 0.122, 0.076, 0.123, 0.124, 0.086, 0.104, -0.205, 0.753, -0.204, -0.228, -0.497, 0.031, 0.028, 0.031, 0.036, 0.032, -0.021, 0.032, -0.024, 0.019, 0.021, 0.005]
}

=====

{
  "formula": "C16H27BrFNO11S",
  "method": "wB97M-V/def2-TZVPD",
  "spin_multiplicity": 1,
  "symbols": ["C", "C", "C", "C", "C", "C", "C", "N", "Br", "S", "O", "O", "F", "H", "H", "H", "H", "H", "H", "H", "H", "H", "H", "H", "H", "H", "H", "H", "C", "C", "O", "C", "O", "O", "H", "H", "H", "H", "C", "C", "O", "C", "O", "O", "H", "H", "H", "H", "C", "C", "O", "C", "O", "O", "H", "H", "H", "H"],
  "xyz": [[-1.547, -0.668, -0.022], [-1.980, 0.690, -0.560], [-1.484, 1.066, -1.970], [-1.532, -0.024, -3.062], [-0.162, -0.526, -3.552], [0.343, -1.772, -2.823], [1.843, -2.029, -2.933], [2.652, -0.800, -2.688], [4.122, -0.620, -3.828], [3.063, -0.352, -1.148], [4.300, -0.904, -0.718], [2.763, 1.017, -0.952], [1.946, -1.163, -0.406], [-1.940, -0.812, 0.985], [-1.900, -1.495, -0.641], [-0.459, -0.732, 0.041], [-1.603, 1.445, 0.134], [-3.068, 0.773, -0.517], [-0.469, 1.470, -1.891], [-2.114, 1.893, -2.302], [-2.053, 0.386, -3.929], [-2.138, -0.868, -2.722], [0.569, 0.278, -3.446], [-0.222, -0.746, -4.622], [0.054, -1.736, -1.774], [-0.144, -2.657, -3.242], [2.113, -2.355, -3.934], [2.148, -2.824, -2.248], [3.683, -2.559, 2.166], [4.506, -1.911, 3.264], [4.297, -2.803, 4.365], [3.946, -4.017, 3.878], [3.854, -5.007, 4.528], [3.706, -3.939, 2.548], [4.109, -2.443, 1.175], [2.647, -2.214, 2.169], [5.570, -1.891, 3.025], [4.172, -0.915, 3.540], [-1.608, 5.867, -3.461], [-1.155, 6.254, -2.063], [-2.254, 5.822, -1.259], [-2.924, 4.849, -1.923], [-3.776, 4.170, -1.457], [-2.475, 4.761, -3.200], [-0.803, 5.545, -4.115], [-2.184, 6.658, -3.943], [-0.260, 5.712, -1.754], [-1.007, 7.322, -1.924], [-3.105, -2.109, 5.462], [-1.646, -1.698, 5.371], [-1.594, -1.052, 4.096], [-2.840, -0.626, 3.772], [-3.095, 0.080, 2.853], [-3.747, -1.128, 4.642], [-3.519, -2.064, 6.465], [-3.285, -3.096, 5.031], [-1.371, -0.975, 6.141], [-0.948, -2.531, 5.381]],
  "forces_ev_per_a": [[0.06, -0.01, 0.03], [0.09, 0.00, 0.03], [-0.15, -0.01, 0.15], [0.05, 0.06, -0.07], [-0.05, -0.07, -0.03], [0.00, 0.04, 0.04], [0.00, -0.07, 0.11], [0.00, -0.09, 0.02], [-0.04, 0.10, 0.08], [-0.10, 0.04, -0.13], [-0.02, -0.01, 0.04], [0.12, -0.07, -0.03], [0.05, 0.03, -0.04], [0.01, 0.02, -0.09], [-0.01, 0.00, 0.00], [-0.01, -0.01, 0.00], [-0.12, 0.08, -0.02], [-0.02, -0.09, -0.06], [0.07, -0.11, -0.06], [0.11, 0.10, 0.02], [-0.06, 0.00, 0.03], [-0.02, -0.03, -0.06], [-0.01, 0.04, -0.01], [0.06, -0.02, -0.01], [0.05, 0.05, -0.03], [-0.04, -0.03, 0.08], [-0.04, 0.11, -0.05], [0.04, -0.02, -0.04], [0.00, 0.09, 0.00], [0.02, 0.02, -0.06], [0.02, -0.03, 0.02], [-0.04, 0.03, -0.02], [0.01, 0.00, 0.00], [-0.01, -0.04, 0.02], [0.02, -0.07, 0.01], [0.00, 0.01, -0.01], [0.00, 0.00, 0.00], [-0.03, -0.02, 0.03], [0.00, 0.05, 0.00], [0.05, -0.02, -0.02], [-0.01, -0.01, 0.02], [0.06, -0.01, 0.01], [-0.03, -0.02, -0.01], [-0.03, -0.01, -0.01], [0.00, -0.04, 0.02], [0.01, 0.00, -0.01], [0.00, 0.01, -0.01], [-0.04, 0.00, 0.01], [0.03, -0.05, -0.01], [-0.01, 0.01, 0.05], [0.00, 0.03, -0.01], [0.02, -0.02, 0.00], [-0.03, 0.01, 0.09], [-0.02, 0.01, -0.02], [-0.01, 0.04, -0.01], [0.00, 0.00, 0.01], [0.00, -0.01, 0.01], [-0.01, -0.01, -0.04]],
  "lowdin_charge": [-0.104, -0.240, -0.191, -0.190, -0.195, -0.190, -0.271, -0.660, 0.819, 0.489, -0.281, -0.231, -0.138, 0.046, 0.066, 0.055, 0.107, 0.110, 0.103, 0.089, 0.102, 0.104, 0.097, 0.110, 0.073, 0.125, 0.089, 0.119, -0.117, -0.108, 0.056, -0.575, 0.164, 0.061, 0.106, 0.130, 0.134, 0.132, -0.116, -0.115, 0.058, -0.575, 0.169, 0.048, 0.131, 0.131, 0.132, 0.130, -0.113, -0.114, 0.053, -0.567, 0.164, 0.061, 0.131, 0.132, 0.132, 0.132]
}

=====

no.,orbital gap (eV),highest occupied orbital energy (eV)
1,7.098,-12.815
2,9.732,-10.243